Entry 1:
Computed, not measured: a 2-piece molecular cluster, C51H61F3N4O6S3 overall in a non-equilibrium geometry, with the ωB97M-V functional and the def2-TZVPD basis.

Positions of all 128 atoms, in Å:
C: 0.63107 -0.77164 -3.18175
C: 2.13044 -0.56414 -3.30685
C: 2.66915 -1.58053 -4.32308
C: 2.45199 0.81344 -3.87615
C: 2.79011 -0.75214 -1.91115
C: 3.35178 -2.00681 -1.67487
C: 4.47183 -2.11546 -0.85987
C: 4.83421 -1.00796 -0.10982
C: 3.92432 0.03600 0.08993
C: 4.17177 0.85381 1.38771
C: 2.90748 1.48038 1.94453
C: 5.26038 1.89891 1.12619
C: 4.68234 -0.06406 2.51509
C: 2.91203 0.22689 -0.88888
N: 2.04185 1.39126 -0.86097
C: 2.54223 2.75573 -1.06312
C: 1.40452 3.63278 -0.62594
N: 0.25766 2.71608 -0.48022
C: -1.09175 3.26784 -0.35065
C: -1.77072 3.78539 -1.49290
C: -1.30162 3.78200 -2.98107
C: -2.49913 3.54982 -3.91985
C: -0.32278 2.67060 -3.29471
C: -0.68543 5.14518 -3.31216
C: -3.02007 4.39253 -1.31687
C: -3.76524 4.17902 -0.17174
C: -3.12161 3.63719 0.93421
C: -1.74074 3.41316 0.92359
C: -1.03027 3.50903 2.31238
C: -2.03611 3.54451 3.46907
C: -0.25321 4.82856 2.35655
C: -0.10322 2.33273 2.57900
C: 0.69703 1.39979 -0.55164
C: 0.03461 0.23545 -0.08083
C: -1.44067 0.21632 -0.12765
C: -2.18681 0.29639 -1.34335
C: -3.54806 0.55425 -1.32702
C: -4.19801 0.68098 -0.08146
N: -5.35788 1.49868 0.00035
O: -5.82134 1.76135 1.13628
O: -5.83691 1.96862 -1.05750
C: -3.54484 0.33481 1.11942
C: -2.17751 0.17451 1.08223
H: 0.25507 -0.14314 -2.37057
H: 0.11268 -0.51069 -4.11554
H: 0.39973 -1.80975 -2.91268
H: 3.76221 -1.51949 -4.38430
H: 2.37612 -2.60470 -4.07212
H: 2.26320 -1.35847 -5.31877
H: 3.54071 0.95251 -3.93379
H: 2.02048 0.92895 -4.88118
H: 2.04300 1.59645 -3.24204
H: 2.97325 -2.89187 -2.19290
H: 5.05074 -3.04210 -0.81626
H: 5.79170 -1.01625 0.41537
H: 2.15829 0.70489 2.13459
H: 3.12265 1.98593 2.89883
H: 2.48433 2.22667 1.27198
H: 6.22106 1.40158 0.94047
H: 5.05027 2.52004 0.24870
H: 5.36584 2.55674 2.00027
H: 5.68300 -0.45902 2.31541
H: 4.73628 0.49827 3.45610
H: 3.99341 -0.90217 2.65979
H: 3.46026 2.92485 -0.49116
H: 2.80904 2.92846 -2.11528
H: 1.62415 4.09343 0.34769
H: 1.17880 4.44403 -1.32900
H: -3.15892 4.42209 -3.97202
H: -2.13758 3.35509 -4.93792
H: -3.08824 2.68122 -3.59685
H: 0.59603 2.79361 -2.72539
H: -0.76080 1.69209 -3.05917
H: -0.05416 2.68535 -4.36397
H: 0.18555 5.35511 -2.68078
H: -0.36522 5.17179 -4.36240
H: -1.41963 5.94328 -3.15008
H: -3.47007 4.97669 -2.12186
H: -4.81341 4.47034 -0.12313
H: -3.71870 3.48018 1.83370
H: -2.64458 2.63294 3.49771
H: -1.49790 3.61724 4.42178
H: -2.69665 4.41475 3.40087
H: 0.47896 4.90231 1.54745
H: -0.95312 5.66828 2.25793
H: 0.27189 4.92230 3.31589
H: 0.33799 1.98249 1.65238
H: 0.70891 2.62104 3.25939
H: -0.63328 1.47939 3.01689
H: 0.60478 -0.25140 0.73892
H: -1.68701 0.11649 -2.29695
H: -4.12726 0.69438 -2.23877
H: -4.11085 0.28921 2.04646
H: -1.63825 0.02469 2.01847
F: 2.02149 -1.82818 1.93421
C: 1.53945 -2.96361 1.24766
F: 2.59801 -3.56151 0.63392
F: 1.14327 -3.81886 2.22187
S: 0.34048 -2.34953 0.04820
N: -0.60268 -4.16061 0.32143
S: -0.45588 -5.16468 -1.03971
C: -0.86585 -6.72960 -0.27813
C: 0.14309 -7.50481 0.29820
C: -0.21392 -8.65774 0.99832
C: -1.55736 -9.05088 1.06335
C: -2.54151 -8.31350 0.39744
C: -2.19049 -7.15868 -0.29859
O: -1.47953 -4.84413 -2.00203
O: 0.93964 -5.16146 -1.38503
S: -2.16025 -3.68172 0.72595
C: -1.98319 -3.05089 2.40381
C: -2.89640 -3.49647 3.36792
C: -2.77148 -3.04067 4.68311
C: -1.74585 -2.15635 5.03590
C: -0.85930 -1.68426 4.06330
C: -1.00503 -2.13858 2.76040
O: -2.59319 -2.64754 -0.17160
O: -2.98552 -4.84949 0.90863
H: 1.17799 -7.18735 0.20150
H: 0.55318 -9.25233 1.49767
H: -1.83616 -9.93743 1.63613
H: -3.58716 -8.62124 0.41929
H: -2.93314 -6.59553 -0.85472
H: -3.67605 -4.19572 3.07497
H: -3.48719 -3.38051 5.43360
H: -1.62661 -1.82610 6.06735
H: -0.06185 -0.97994 4.31475
H: -0.33862 -1.75743 1.97430

Cartesian forces (eV/Å) of the 3 atoms listed first:
-0.4 0.2 0.1
-0.3 -0.3 0.2
0.2 -0.1 0.0

Summary:
HOMO   -7.3914 eV
Spin multiplicity   1
Molar mass   979.27 g/mol
Kohn-Sham gap   6.2 eV

=====

Entry 2:
Computed, not measured: C51H65BN2O2PdS2Se as an isolated structure, with the ωB97M-V functional and the def2-TZVPD basis.

Positions of all 125 atoms, in Å:
Pd: -0.11237 0.68795 -0.16994
O: 1.36819 0.71201 -1.93956
S: 2.48275 1.63836 -2.40448
C: 3.91959 1.12226 -1.43875
C: 3.65271 0.98389 0.05787
C: 4.14883 -0.34914 0.61264
C: 3.81663 -0.51819 2.08872
S: 2.11708 -1.10300 2.38613
O: 1.31860 -0.78633 1.13916
C: 2.32481 -2.88173 2.29979
C: 1.27056 -3.58134 1.72420
C: 1.30576 -4.96816 1.69381
C: 2.38215 -5.64986 2.24256
C: 3.41580 -4.94408 2.84433
C: 3.38610 -3.55737 2.88918
C: 2.17704 3.26368 -1.75244
C: 1.50820 3.48959 -0.55593
C: 1.30411 4.79022 -0.13003
C: 1.77139 5.85390 -0.89381
C: 2.43401 5.62217 -2.08979
C: 2.63072 4.32087 -2.53080
H: 4.71610 1.82726 -1.68102
H: 4.18586 0.16276 -1.89152
H: 2.58124 1.04569 0.25116
H: 4.12247 1.80856 0.59668
H: 5.23332 -0.42221 0.49715
H: 3.71356 -1.17370 0.03881
H: 3.89698 0.42730 2.62710
H: 4.47764 -1.23051 2.57692
H: 0.42018 -3.04320 1.32584
H: 0.48474 -5.51389 1.24691
H: 2.40956 -6.73078 2.22021
H: 4.24514 -5.47354 3.29282
H: 4.18330 -3.03193 3.39687
H: 1.13125 2.66772 0.04650
H: 0.77744 4.97098 0.79719
H: 1.61010 6.86915 -0.55643
H: 2.78609 6.45084 -2.68837
H: 3.12446 4.13037 -3.47607
C: 4.45735 -4.48167 -6.02062
C: 3.65357 -3.90996 -4.89860
C: 2.58967 -3.03747 -5.14482
C: 1.83335 -2.50420 -4.12466
C: 0.67782 -1.59783 -4.42599
C: 2.16110 -2.87500 -2.78968
Se: 1.12352 -2.23051 -1.41320
C: 3.25171 -3.74930 -2.50843
C: 3.65128 -4.11461 -1.10833
C: 3.96442 -4.24544 -3.57412
H: 4.07687 -4.17315 -6.99105
H: 4.45280 -5.57182 -5.97327
H: 5.49898 -4.16454 -5.93902
H: 2.34950 -2.77537 -6.16783
H: -0.26489 -2.14782 -4.36073
H: 0.75867 -1.20153 -5.43647
H: 0.63378 -0.75142 -3.73901
H: 4.41755 -3.42847 -0.73964
H: 4.07479 -5.11741 -1.08505
H: 2.81834 -4.09200 -0.40477
H: 4.79032 -4.92127 -3.38470
C: -4.62534 -0.81869 -2.31055
C: -3.16050 -1.26177 -2.28904
C: -2.23274 -0.10096 -2.64580
C: -2.79592 -2.00404 -1.01303
C: -2.47597 -3.35488 -1.11758
C: -2.20824 -4.12820 0.00219
C: -2.27239 -3.56233 1.26117
C: -2.58178 -2.21354 1.42579
C: -2.64587 -1.63849 2.83121
C: -1.25681 -1.58744 3.46841
C: -3.63547 -2.41166 3.70471
C: -2.82015 -1.45343 0.27488
N: -3.03571 -0.04193 0.46178
B: -1.93141 0.96845 0.52090
N: -2.68133 2.15116 1.05335
C: -3.95258 1.82992 1.27179
C: -4.17238 0.48434 0.91319
C: -2.14660 3.43916 1.41767
C: -2.43593 4.56645 0.64181
C: -1.98687 5.79519 1.12075
C: -1.26272 5.89742 2.29509
C: -0.94329 4.75500 3.00814
C: -1.37984 3.50336 2.58686
C: -1.03165 2.28029 3.41528
C: -1.62095 2.37431 4.82371
C: 0.48226 2.06695 3.45956
C: -3.19716 4.57926 -0.67653
C: -2.91578 3.41239 -1.62355
C: -4.70241 4.77043 -0.47236
H: -4.88428 -0.43377 -3.29737
H: -4.81353 -0.01787 -1.59403
H: -5.29518 -1.64845 -2.08450
H: -3.04877 -2.00747 -3.08120
H: -2.41650 0.77653 -2.02742
H: -2.39362 0.19674 -3.68385
H: -1.17938 -0.36989 -2.52946
H: -2.47013 -3.81460 -2.09868
H: -1.98374 -5.18113 -0.11165
H: -2.08970 -4.17418 2.13601
H: -3.00209 -0.60902 2.77697
H: -0.82605 -2.58731 3.55971
H: -1.31461 -1.15858 4.47037
H: -0.58641 -0.97125 2.86474
H: -3.31367 -3.44247 3.85727
H: -4.62936 -2.43764 3.25636
H: -3.71509 -1.94396 4.68625
H: -4.67114 2.51809 1.69011
H: -5.09007 -0.07559 1.01595
H: -2.21004 6.68732 0.54784
H: -0.93571 6.86654 2.64808
H: -0.36315 4.83726 3.91848
H: -1.46253 1.39648 2.93855
H: -1.19831 3.21471 5.37587
H: -1.40367 1.46592 5.38764
H: -2.70313 2.50887 4.79408
H: 0.99105 2.92312 3.90562
H: 0.88042 1.91762 2.45078
H: 0.72105 1.18610 4.05843
H: -2.83444 5.47811 -1.18221
H: -3.51089 2.53170 -1.37594
H: -1.85933 3.13042 -1.62202
H: -3.18733 3.69711 -2.64064
H: -5.16046 3.88648 -0.02355
H: -5.19421 4.93727 -1.43118
H: -4.91307 5.62423 0.17115

Cartesian forces (eV/Å) of the 3 atoms listed first:
0.0 0.0 0.0
0.1 0.1 0.1
-0.1 -0.1 -0.1

Summary:
HOMO (alpha / beta)   -12.1689 / -13.1478 eV
Spin multiplicity   5
Molar mass   998.42 g/mol
Kohn-Sham gap (alpha / beta)   8.3 / 5.5 eV
Charge   +2

=====

Entry 3:
Computed, not measured: C51H67N3O6S3Si2Sr as an isolated structure, with the ωB97M-V functional and the def2-TZVPD basis.

Positions of all 133 atoms, in Å:
Sr: 0.20965 -0.03820 0.21047
C: -4.65037 1.64961 0.65522
C: -3.19155 1.68837 0.24268
N: -2.28787 1.15084 0.98704
N: -2.78196 0.80124 2.25684
C: -2.44749 -0.33905 2.76038
S: -1.57089 -1.66822 2.13328
S: -3.05724 -0.42016 4.47427
C: -3.43215 -2.18049 4.57844
C: -4.45154 -2.68770 3.58361
C: -5.39238 -1.86075 2.98221
C: -6.29203 -2.36969 2.05561
C: -6.26508 -3.71344 1.71501
C: -5.32497 -4.54622 2.30598
C: -4.42722 -4.03393 3.22860
C: -2.88462 2.36401 -1.02844
C: -3.76076 3.37233 -1.45408
C: -3.55508 4.12868 -2.59143
C: -2.41905 3.86497 -3.36236
C: -1.53997 2.88282 -2.98476
C: -1.71904 2.08349 -1.81074
O: -0.85621 1.19698 -1.51504
H: -4.90523 2.50858 1.28181
H: -4.84702 0.75313 1.23647
H: -5.28721 1.65301 -0.22726
H: -3.76837 -2.35505 5.60447
H: -2.49939 -2.72504 4.42777
H: -5.38742 -0.80450 3.22021
H: -7.00049 -1.70356 1.57839
H: -6.95087 -4.10374 0.97316
H: -5.26600 -5.58920 2.02097
H: -3.66421 -4.67775 3.65210
H: -4.63278 3.59322 -0.85055
H: -4.25471 4.90689 -2.86919
H: -2.22077 4.44574 -4.25816
H: -0.64533 2.68478 -3.56399
C: 1.01800 -0.07739 -3.72264
C: 2.29166 0.67753 -3.36846
C: 3.49269 -0.25929 -3.49486
C: 2.46595 1.88680 -4.28576
O: 2.16833 1.09946 -2.00439
Si: 2.90761 2.30964 -1.16310
S: 2.53379 2.05264 0.82480
O: 2.54570 3.80279 -1.78140
C: 1.75444 4.90734 -1.35787
C: 1.34093 5.62443 -2.64047
C: 2.62523 5.81485 -0.49005
C: 0.51489 4.49149 -0.57609
O: 4.49854 2.09883 -1.65631
C: 5.67904 2.84137 -1.42917
C: 6.83526 1.85394 -1.58681
C: 5.71461 3.45575 -0.03211
C: 5.77919 3.93262 -2.49622
H: 1.15549 -0.59785 -4.67458
H: 0.16367 0.59357 -3.79250
H: 0.78260 -0.81933 -2.95949
H: 3.62283 -0.56086 -4.53767
H: 3.32426 -1.15720 -2.90114
H: 4.39610 0.23890 -3.14865
H: 2.44592 1.56705 -5.33110
H: 3.41409 2.38873 -4.08647
H: 1.66019 2.60295 -4.12351
H: 2.22664 5.87398 -3.22875
H: 0.79409 6.54154 -2.41006
H: 0.69425 4.97534 -3.23508
H: 3.52120 6.12291 -1.03431
H: 2.92107 5.27544 0.41094
H: 2.06983 6.70847 -0.19500
H: -0.05073 3.74641 -1.12968
H: -0.12870 5.36182 -0.42142
H: 0.79471 4.06717 0.38603
H: 6.83360 1.13461 -0.76681
H: 7.79696 2.37268 -1.59886
H: 6.71813 1.30284 -2.52127
H: 5.48243 2.69961 0.71726
H: 4.97418 4.24894 0.06235
H: 6.70473 3.87633 0.16635
H: 5.81863 3.47739 -3.48829
H: 6.67594 4.54108 -2.35156
H: 4.89672 4.56986 -2.44882
C: -2.82983 -4.08981 -1.00910
Si: -2.02220 -2.56442 -1.79994
C: -2.15242 -2.73577 -3.69328
C: -3.18569 -1.16809 -1.36500
N: -0.40462 -2.29214 -1.25635
C: 0.55129 -3.15989 -1.65573
C: 0.37264 -4.37993 -2.37411
C: 1.42002 -5.17487 -2.80535
C: 2.73967 -4.83498 -2.54359
C: 2.97042 -3.67781 -1.80541
C: 1.91905 -2.90634 -1.36106
O: 2.17895 -1.74394 -0.61705
C: 3.22090 -1.84507 0.28817
C: 4.26858 -0.94435 0.21993
C: 5.26765 -1.00050 1.18360
C: 5.22866 -1.95093 2.19068
C: 4.17570 -2.85875 2.23815
C: 3.17018 -2.81034 1.28899
H: -3.86888 -4.19729 -1.33581
H: -2.82975 -3.95014 0.07570
H: -2.30371 -5.01941 -1.23128
H: -3.12813 -2.35505 -4.01008
H: -2.05544 -3.75516 -4.06934
H: -1.38427 -2.12621 -4.17541
H: -4.20605 -1.47934 -1.61128
H: -2.95947 -0.24415 -1.89578
H: -3.14148 -0.97751 -0.29194
H: -0.63063 -4.70691 -2.59669
H: 1.19311 -6.08251 -3.35606
H: 3.56447 -5.44417 -2.88968
H: 3.98173 -3.37765 -1.55689
H: 4.29329 -0.20668 -0.56791
H: 6.07225 -0.27683 1.14824
H: 6.00778 -1.98291 2.94219
H: 4.13240 -3.60111 3.02547
H: 2.33772 -3.50209 1.31088
C: -0.37663 2.67326 3.22546
C: 0.27676 1.37087 3.58896
O: 0.57695 0.54982 2.74915
C: 0.55929 1.06196 5.02905
C: 1.10420 -0.18198 5.33717
C: 1.36141 -0.52142 6.65362
C: 1.07155 0.37620 7.67425
C: 0.52065 1.61315 7.37379
C: 0.26359 1.95403 6.05369
H: -0.41838 2.75614 2.14281
H: 0.18734 3.51116 3.63937
H: -1.39366 2.69389 3.62290
H: 1.30212 -0.86896 4.52511
H: 1.78145 -1.49132 6.88764
H: 1.26891 0.10747 8.70510
H: 0.28509 2.31065 8.16780
H: -0.17605 2.91478 5.82281

Cartesian forces (eV/Å) of the 3 atoms listed first:
-0.1 0.0 -0.5
0.0 0.0 0.0
-0.2 -0.1 0.1

Summary:
HOMO   -1.8353 eV
Spin multiplicity   1
Molar mass   1058.10 g/mol
Relative energy (zero: lowest compared OMol25 entry of this formula, charge and spin)   0.0 kcal per mole
Kohn-Sham gap   5.8 eV
Charge   -2